Entry i
Molecular formula: C2H5N3S
Method: DFT, ωB97M-V/def2-TZVPD

As for the LUMO energy: 0.33 eV. The frontier orbital gap is 9.4439 eV. As for the SMILES: [H]/N=C(N)/C=N/S. As for the spin multiplicity: 1.

Last column: natural (NBO) charge in e.
Cartesian coordinates (Å):
C1 -1.55 -0.12 -0.02  0.37
C2 -0.13 -0.55 -0.06  0.05
H1 -2.68 1.53 -0.22  0.39
H2 -0.97 1.84 -0.14  0.41
H3 -3.30 -0.59 0.29  0.33
H4 0.01 -1.63 0.05  0.19
H5 2.92 0.98 0.52  0.11
N1 -1.77 1.23 0.06  -0.83
N2 -2.44 -1.02 0.02  -0.67
N3 0.78 0.34 -0.09  -0.57
S1 2.38 -0.12 0.00  0.21

=====

Entry ii
Molecular formula: C2H5N3S
Method: DFT, ωB97M-V/def2-TZVPD

As for the LUMO energy: 0.46 eV. The frontier orbital gap is 8.6215 eV. As for the SMILES: [H]/N=C(\N)NC=S. As for the spin multiplicity: 1.

Last column: natural (NBO) charge in e.
Cartesian coordinates (Å):
C1 -0.15 -0.63 0.16  0.57
C2 -0.32 1.73 -0.57  -0.06
H1 1.84 -0.65 0.39  0.39
H2 1.07 -2.13 0.62  0.38
H3 -1.05 -1.53 1.59  0.36
H4 0.22 0.16 -1.69  0.41
H5 -0.48 2.38 -1.43  0.21
N1 1.07 -1.25 0.13  -0.83
N2 -1.20 -0.99 0.74  -0.66
N3 -0.07 0.44 -0.76  -0.62
S1 -0.93 2.46 0.81  -0.15

=====

Order of stability, best first: entry ii, entry i

=====

Entry i
Molecular formula: CH4N2O2S
Method: DFT, ωB97M-V/def2-TZVPD

As for the LUMO energy: 0.47 eV. The frontier orbital gap is 11.0614 eV. As for the SMILES: [H]/N=C/S(N)(=O)=O. As for the spin multiplicity: 1.

Last column: natural (NBO) charge in e.
Cartesian coordinates (Å):
C1 -0.73 0.63 0.53  -0.13
N1 -1.68 0.55 -0.27  -0.59
N2 0.78 -0.87 -1.11  -1.07
O1 1.03 -1.10 1.40  -0.92
O2 1.99 0.92 0.33  -0.90
S1 0.95 -0.07 0.34  2.20
H1 -0.90 0.96 1.67  0.18
H2 -2.59 0.81 0.05  0.37
H3 1.01 -0.23 -1.89  0.43
H4 0.15 -1.61 -1.04  0.42

=====

Entry ii
Molecular formula: CH4N2O2S
Method: DFT, ωB97M-V/def2-TZVPD

As for the LUMO energy: 0.57 eV. The frontier orbital gap is 9.4085 eV. As for the spin multiplicity: 1.

Last column: natural (NBO) charge in e.
Cartesian coordinates (Å):
C1 0.10 -0.89 -0.11  -0.07
N1 -0.71 -1.20 0.75  -0.62
N2 1.71 1.11 -0.36  -0.53
O1 1.69 0.96 -1.76  -0.59
O2 1.14 0.61 1.81  -0.92
S1 1.74 -0.17 0.76  1.32
H1 0.00 -0.62 -1.24  0.19
H2 -1.81 -1.16 0.80  0.40
H3 0.68 1.27 -0.34  0.35
H4 2.52 1.38 -2.04  0.48

=====

Entry iii
Molecular formula: CH4N2O2S
Method: DFT, ωB97M-V/def2-TZVPD

As for the LUMO energy: 0.65 eV. The frontier orbital gap is 11.5246 eV. As for the SMILES: CN1NS1(=O)=O. As for the spin multiplicity: 1.

Last column: natural (NBO) charge in e.
Cartesian coordinates (Å):
C1 0.64 -0.04 -0.08  -0.47
N1 -1.70 0.54 0.28  -0.72
N2 -0.72 -0.25 -0.59  -0.49
O1 -2.60 0.99 -2.08  -0.87
O2 -0.58 2.21 -1.35  -0.89
S1 -1.46 1.10 -1.23  2.35
H1 1.32 -0.56 -0.73  0.22
H2 0.68 1.03 -0.22  0.24
H3 0.82 -0.69 0.82  0.23
H4 -2.54 -0.18 0.37  0.40

=====

Entry iv
Molecular formula: CH4N2O2S
Method: DFT, ωB97M-V/def2-TZVPD

As for the LUMO energy: -0.23 eV. The frontier orbital gap is 9.5398 eV. As for the spin multiplicity: 1.

Last column: natural (NBO) charge in e.
Cartesian coordinates (Å):
C1 -1.37 -1.17 -0.15  0.11
N1 1.31 0.49 1.29  -1.13
N2 -0.18 1.07 -0.85  -1.08
O1 -0.10 -1.27 -0.09  -0.63
O2 1.97 -0.33 -0.91  -0.88
S1 0.92 0.15 -0.13  2.31
H1 -1.77 -2.22 -0.07  0.13
H2 0.66 1.00 1.89  0.39
H3 -1.13 0.45 -0.68  0.38
H4 -0.30 1.84 -0.30  0.39

=====

Order of stability, best first: entry i, entry iii, entry iv, entry ii

=====

Entry i
Molecular formula: C4H10N2O
Method: DFT, ωB97M-V/def2-TZVPD

Its charge is +1. As for the LUMO energy (spin up / spin down): -3.84 / -9.36 eV. The frontier orbital gap (spin up / spin down) is 10.3188 / 4.7815 eV. As for the spin multiplicity: 2.

Last column: Löwdin spin population.
Cartesian coordinates (Å):
O1 0.21 1.82 -0.71  0.00
C1 -0.12 0.66 -0.31  0.00
N1 -0.77 0.49 0.95  0.02
C2 -0.34 -0.23 2.11  0.12
N2 1.09 -0.18 2.36  0.73
C3 -0.12 -0.48 -1.30  0.00
C4 0.01 -0.17 -2.77  0.00
H1 -1.11 1.41 1.12  0.00
H2 -0.89 0.19 2.93  0.04
H3 -0.56 -1.29 1.92  0.05
H4 1.35 -0.40 3.32  0.02
H5 1.68 0.56 1.95  0.02
H6 -1.09 -0.96 -1.14  0.00
H7 0.66 -1.23 -1.00  0.00
H8 0.93 0.35 -3.06  0.00
H9 -0.17 -1.14 -3.32  0.00
H10 -0.76 0.60 -3.06  0.00

=====

Entry ii
Molecular formula: C4H10N2O
Method: DFT, ωB97M-V/def2-TZVPD

Its charge is +1. As for the LUMO energy (spin up / spin down): -3.02 / -8.45 eV. The frontier orbital gap (spin up / spin down) is 11.8279 / 6.0600 eV. As for the spin multiplicity: 2.

Last column: Löwdin spin population.
Cartesian coordinates (Å):
C1 -0.77 1.26 -0.87  0.07
C2 -0.37 -0.17 -1.21  0.06
C3 0.01 -1.04 -0.04  0.01
C4 0.87 -0.34 1.01  0.01
N1 2.15 -0.74 1.14  0.00
O1 0.36 0.52 1.72  0.12
N2 -1.76 1.29 0.23  0.68
H1 0.13 1.74 -0.48  0.00
H2 -1.17 1.92 -1.63  0.01
H3 0.45 -0.08 -1.95  0.01
H4 -1.08 -0.73 -1.81  0.00
H5 0.64 -1.89 -0.30  0.00
H6 -0.82 -1.46 0.55  0.00
H7 2.88 -0.13 1.48  0.00
H8 2.46 -1.69 1.04  0.00
H9 -1.46 0.91 1.15  0.02
H10 -2.50 0.62 -0.04  0.02

=====

Order of stability, best first: entry ii, entry i

=====

Entry i
Molecular formula: ClH2NO2P
Method: DFT, ωB97M-V/def2-TZVPD

Its charge is -1. As for the LUMO energy (spin up / spin down): 3.41 / 3.30 eV. The frontier orbital gap (spin up / spin down) is 8.5504 / 6.6384 eV. As for the spin multiplicity: 1.

Last column: natural (NBO) charge in e.
Cartesian coordinates (Å):
N1 1.75 0.40 0.15  -1.04
O1 -1.47 -1.09 0.85  -1.10
O2 -1.19 -1.09 -1.76  -1.08
P1 -1.04 -0.46 -0.39  2.03
Cl1 -1.76 1.49 -0.45  -0.40
H1 2.02 -0.39 0.80  0.30
H2 1.69 1.15 0.81  0.29

=====

Entry ii
Molecular formula: ClH2NO2P
Method: DFT, ωB97M-V/def2-TZVPD

Its charge is -1. As for the LUMO energy: 3.66 eV. The frontier orbital gap is 7.2057 eV. As for the SMILES: N[P@](=O)([O-])Cl. As for the spin multiplicity: 1.

Last column: natural (NBO) charge in e.
Cartesian coordinates (Å):
N1 1.06 -0.44 0.08  -1.18
O1 -0.77 0.10 -1.72  -1.13
O2 -0.57 1.62 0.77  -1.19
P1 -0.50 -0.06 -0.29  2.03
Cl1 -1.68 -1.34 0.57  -0.32
H1 1.43 0.39 -0.42  0.40
H2 1.02 -0.27 1.02  0.39

=====

Order of stability, best first: entry ii, entry i

=====

Entry i
Molecular formula: C6H7NO
Method: DFT, ωB97M-V/def2-TZVPD

As for the LUMO energy: 0.11 eV. The frontier orbital gap is 10.1905 eV. As for the spin multiplicity: 1.

Last column: natural (NBO) charge in e.
Cartesian coordinates (Å):
C1 -0.78 -0.33 -1.80  0.27
C2 0.12 0.23 -0.75  -0.38
C3 -0.46 0.97 0.41  0.07
C4 0.72 1.23 1.49  -0.42
C5 1.42 -0.10 1.26  -0.45
C6 0.27 -0.76 0.51  0.11
H1 0.87 0.71 -1.37  0.25
H2 -1.33 1.59 -0.06  0.23
H3 0.28 1.27 2.54  0.23
H4 1.31 2.22 1.36  0.22
H5 1.92 -0.62 2.19  0.24
H6 2.43 0.19 0.60  0.22
H7 0.57 -1.85 0.48  0.22
N1 -0.91 -1.24 -2.84  -0.30
O1 -0.94 -0.28 0.92  -0.50

=====

Entry ii
Molecular formula: C6H7NO
Method: DFT, ωB97M-V/def2-TZVPD

As for the LUMO energy: 0.65 eV. The frontier orbital gap is 9.3245 eV. As for the SMILES: O=C1CC=C[C@@H]2N[C@@H]12. As for the spin multiplicity: 1.

Last column: natural (NBO) charge in e.
Cartesian coordinates (Å):
C1 -1.58 -0.23 0.01  0.61
C2 -0.77 1.26 0.34  -0.57
C3 0.68 1.32 -0.11  -0.21
C4 1.46 0.24 -0.18  -0.22
C5 0.74 -0.84 0.61  -0.11
C6 -0.47 -1.10 -0.38  -0.20
H1 -1.00 1.52 1.39  0.25
H2 -1.30 1.94 -0.40  0.24
H3 1.08 2.28 -0.41  0.21
H4 2.49 0.30 -0.63  0.23
H5 0.41 -0.54 1.58  0.21
H6 0.91 -2.54 -0.58  0.36
H7 -0.28 -0.98 -1.47  0.22
N1 0.39 -2.19 0.25  -0.53
O1 -2.76 -0.43 -0.04  -0.49

=====

Order of stability, best first: entry ii, entry i

=====

Entry i
Molecular formula: C6H7NO
Method: DFT, ωB97M-V/def2-TZVPD

As for the LUMO energy: -0.26 eV. The frontier orbital gap is 8.4073 eV. As for the spin multiplicity: 1.

Last column: natural (NBO) charge in e.
Cartesian coordinates (Å):
C1 2.90 -0.52 -0.16  0.30
C2 0.91 -0.45 0.58  0.07
C3 1.20 0.76 0.03  0.06
C4 -3.61 -1.60 -0.13  -0.78
C5 -2.41 -1.25 0.24  0.19
C6 0.33 1.94 -0.10  -0.64
N1 2.49 0.67 -0.44  -0.46
O1 1.94 -1.31 0.49  -0.41
H1 3.82 -1.10 -0.35  0.20
H2 -3.73 -0.71 -0.78  0.30
H3 -4.41 -2.36 0.06  0.29
H4 0.08 -0.75 1.03  0.20
H5 -0.77 1.76 -0.02  0.23
H6 0.60 2.60 0.66  0.22
H7 0.67 2.32 -1.11  0.23

=====

Entry ii
Molecular formula: C6H7NO
Method: DFT, ωB97M-V/def2-TZVPD

As for the LUMO energy: 0.84 eV. The frontier orbital gap is 10.2308 eV. As for the SMILES: C1=C[C@H]2N[C@H]2[C@@H]2O[C@@H]12. As for the spin multiplicity: 1.

Last column: natural (NBO) charge in e.
Cartesian coordinates (Å):
C1 0.77 0.20 -0.92  -0.11
C2 -0.63 -0.52 -1.21  -0.14
C3 -1.35 -1.01 -0.15  -0.23
C4 -0.63 -0.88 1.07  -0.01
C5 -0.07 0.38 1.26  0.01
C6 1.11 0.72 0.43  -0.10
H1 1.52 2.25 -1.07  0.37
H2 1.41 -0.33 -1.55  0.21
H3 -0.85 -0.66 -2.28  0.22
H4 -2.30 -1.66 -0.22  0.23
H5 0.01 -1.71 1.42  0.20
H6 -0.89 1.02 0.78  0.19
H7 2.08 0.74 0.73  0.21
N1 0.71 1.59 -0.69  -0.58
O1 -0.88 -0.12 2.40  -0.47

=====

Entry iii
Molecular formula: C6H7NO
Method: DFT, ωB97M-V/def2-TZVPD

As for the LUMO energy: -0.57 eV. The frontier orbital gap is 8.8334 eV. As for the spin multiplicity: 1.

Last column: natural (NBO) charge in e.
Cartesian coordinates (Å):
C1 -2.24 -0.57 -1.51  -0.64
C2 -1.24 0.04 -0.39  -0.11
C3 -0.17 -1.01 -0.35  -0.16
C4 0.50 -1.41 0.94  -0.12
C5 1.21 -0.24 1.22  -0.33
C6 1.05 0.96 0.41  0.65
H1 -3.82 0.09 -1.25  0.22
H2 -2.49 -2.22 -1.81  0.24
H3 -1.21 -0.10 -2.30  0.28
H4 -1.47 0.51 0.54  0.23
H5 0.12 -1.89 -0.93  0.24
H6 0.59 -2.44 1.32  0.25
H7 1.74 0.01 2.26  0.23
N1 0.25 0.37 -0.79  -0.46
O1 1.27 2.10 0.72  -0.51

=====

Order of stability, best first: entry i, entry ii, entry iii